Here is a structure of composition C20H10Cl5F6N2O4S2Ti from the OMol25 dataset. Energies are from the ωB97M-V functional and the def2-TZVPD basis.

## Properties
- 2S+1 = 1
- total charge = -1
- Kohn-Sham gap (eV) = 8.3
- HOMO level (eV) = -6.1
- ΔE to the lowest compared entry with this formula, charge and spin (kJ/mol) = 0.0
- LUMO (eV) = 2.12

Element x y z (Å)
Ti -0.573348 0.006517 1.296108
N 1.640924 -0.227547 1.066954
C 2.176294 -0.304004 -0.264940
C 3.019209 -1.354007 -0.595627
C 3.440486 -1.534537 -1.903134
C 3.018742 -0.649581 -2.882939
C 2.212229 0.423705 -2.537591
C 1.784451 0.632456 -1.227113
C 0.946183 1.808975 -0.873790
C 1.188299 3.017197 -1.539253
C 0.438727 4.142859 -1.255491
C -0.549028 4.078167 -0.278881
C -0.767375 2.890790 0.398514
C -0.047254 1.726336 0.108981
H 1.898964 0.637598 1.545807
H 1.970185 -1.005035 1.630802
H 3.315113 -2.057639 0.172716
H 4.071869 -2.376631 -2.154179
H 3.307745 -0.797688 -3.915619
H 1.871809 1.105191 -3.307246
H 1.986894 3.077082 -2.269916
H 0.634035 5.071104 -1.778599
H -1.136950 4.956425 -0.038983
H -1.527807 2.864499 1.172087
F -3.059716 -2.605976 1.472687
C -4.035604 -1.768079 1.814175
F -4.658467 -1.367747 0.703321
F -4.912154 -2.421780 2.576906
S -3.356906 -0.320899 2.743154
O -2.472781 0.244588 1.646148
O -4.495900 0.506742 2.983806
N -2.628279 -0.818196 3.957891
S -1.039296 -1.374071 4.136550
O -1.154617 -2.773026 4.515439
O -0.534835 -1.345507 2.628893
C 2.146656 1.947450 3.581131
F 1.681377 3.147444 3.781533
F 1.900004 1.299846 4.679910
F -0.113212 1.213971 2.629257
Cl 0.522582 -3.190054 0.453028
C -0.128080 -2.283806 -0.886058
C -0.816043 -1.097586 -0.633627
C -1.471720 -0.557425 -1.742172
Cl -2.556526 0.778907 -1.528995
C -1.315116 -1.051636 -3.036507
Cl -2.082624 -0.289560 -4.381541
C -0.515687 -2.170219 -3.248890
Cl -0.256389 -2.763965 -4.846554
C 0.054472 -2.817636 -2.160720
Cl 0.978465 -4.254016 -2.407432

Cartesian forces (eV/Å) of the 2 atoms listed first:
-0.2 0.5 0.2
0.0 0.0 0.0

natural (NBO) population analysis, charges in e, atoms 1 to 6:
1. Ti 1.871
2. N -0.858
3. C 0.130
4. C -0.230
5. C -0.212
6. C -0.226

Here is a structure of composition C2CuLiO4 from the OMol25 dataset. Energies are from the ωB97M-V functional and the def2-TZVPD basis.

## Properties
- 2S+1 = 2
- total charge = -1
- Kohn-Sham gap (spin up / spin down) (eV) = 4.4 / 4.9
- HOMO level (spin up / spin down) (eV) = -2.7 / -3.2
- ΔE to the lowest compared entry with this formula, charge and spin (kJ/mol) = 0.0
- LUMO (spin up / spin down) (eV) = 1.71 / 1.71

Element x y z (Å)
O -0.025338 -0.654816 -1.472705
C 1.145893 -0.104244 -1.751069
O 1.405654 -0.012606 -3.000671
Li -0.473219 -0.835468 -3.514049
Cu 0.552519 -0.213944 0.535380
O 0.059391 0.072011 2.650249
O -1.844935 1.190124 3.169995
C -0.819966 0.558941 3.382869

Cartesian forces (eV/Å) of the 2 atoms listed first:
-0.5 -0.3 -0.1
-0.5 -0.3 -0.5

natural (NBO) population analysis, charges in e, atoms 1 to 6:
1. O -1.025
2. C 0.303
3. O -0.902
4. Li 0.816
5. Cu 0.704
6. O -0.840

Here is a cluster of 2 separate species, C2H10N4 in total from the OMol25 dataset. Energies are from the ωB97M-V functional and the def2-TZVPD basis.

## Properties
- 2S+1 = 1
- total charge = +2
- Kohn-Sham gap (eV) = 11.1
- HOMO level (eV) = -18.6
- ΔE to the lowest compared entry with this formula, charge and spin (kJ/mol) = 35.2
- LUMO (eV) = -7.51

Element x y z (Å)
C -1.278491 1.448189 0.829138
C 1.115392 -1.013878 -0.546425
N -1.079369 2.634019 1.383782
N 0.529225 -1.827452 -1.359135
N -2.418415 0.877939 0.374839
N 2.447106 -1.455602 -0.361486
H -0.288605 0.946613 0.565314
H -1.939596 3.179134 1.545547
H -0.220113 3.016178 1.589520
H -0.465078 -1.849665 -1.418430
H 0.927341 -2.693342 -1.787564
H -2.321134 0.107223 -0.285407
H -3.292110 1.343025 0.377567
H 2.554464 -1.494378 0.617837
H 2.582591 -2.411913 -0.820818
H 3.146791 -0.806089 -0.704278

Cartesian forces (eV/Å) of the 2 atoms listed first:
1.7 -0.1 -1.5
-2.3 0.7 -0.7

natural (NBO) population analysis, charges in e, atoms 1 to 6:
1. C 0.394
2. C 0.229
3. N -0.672
4. N -0.685
5. N -0.711
6. N -0.744

Here is a structure of composition C28H26Cl5N4OSm from the OMol25 dataset. Energies are from the ωB97M-V functional and the def2-TZVPD basis.

## Properties
- 2S+1 = 6
- Kohn-Sham gap (spin up / spin down) (eV) = 7.3 / 7.3
- HOMO level (spin up / spin down) (eV) = -7.4 / -7.4
- LUMO (spin up / spin down) (eV) = -0.06 / -0.05

Element x y z (Å)
Sm 0.226744 -0.234375 -0.167343
C -1.401892 0.351185 -2.996005
C -2.327018 -0.793292 -2.511710
C -3.047154 -0.352640 -1.218191
N -2.151859 -0.313348 0.016874
C -2.760899 0.029603 1.128878
C -4.016253 0.643907 1.250860
C -4.721095 1.087856 2.372878
C -4.673449 0.720541 3.708761
C -3.642273 0.018899 4.192494
C -2.467200 -0.451161 3.665057
C -1.957653 -0.227344 2.375983
N -0.661499 -0.241611 2.082100
C 0.387832 -0.284852 3.106312
C 1.813749 -0.325576 2.558057
C 2.348513 0.979771 1.969179
N 1.881790 1.132693 0.641757
C 2.080926 2.288896 0.033428
C 2.703967 3.357467 0.662915
C 2.851983 4.738721 0.323281
C 2.431640 5.510883 -0.747139
C 1.816080 4.906212 -1.862528
C 1.509155 3.586248 -2.085805
C 1.630836 2.327070 -1.368745
N 1.355138 1.137274 -2.014117
C 0.951136 1.010768 -3.393645
C -0.033234 -0.126845 -3.552021
H -1.926832 1.036782 -3.697007
H -1.123312 1.047165 -2.116944
H -3.011373 -0.873711 -3.334514
H -1.883544 -1.806961 -2.509541
H -3.334568 0.695726 -1.387632
H -3.893282 -0.986287 -0.972266
H -4.319093 1.158670 0.385363
H -5.561823 1.761227 2.053022
H -5.390285 1.132804 4.311626
H -3.639830 -0.282303 5.236162
H -1.731166 -0.731669 4.400310
H 0.321813 0.613785 3.700749
H 0.172076 -1.216151 3.707450
H 2.465496 -0.617998 3.387521
H 1.991394 -1.125416 1.836872
H 2.123087 1.800286 2.700913
H 3.464251 0.935052 1.988913
H 3.130428 3.128951 1.588851
H 3.175981 5.270969 1.189863
H 2.450531 6.582840 -0.749369
H 1.384097 5.513320 -2.625796
H 1.171031 3.415742 -3.046326
H 0.549516 2.005421 -3.837569
H 1.834750 0.795378 -3.941801
H 0.028045 -0.553868 -4.563356
H 0.336983 -1.078315 -3.085196
Cl 3.193762 -7.567060 -1.008688
C 2.335612 -6.050948 -0.952122
C 1.150559 -5.936341 -0.139157
Cl 0.242891 -7.411026 0.368889
C 0.631670 -4.691411 0.057907
Cl -0.745839 -4.581088 1.060180
C 1.174993 -3.548783 -0.515491
O 0.658197 -2.325854 -0.353695
C 2.295773 -3.691204 -1.272904
Cl 2.960102 -2.329592 -2.079013
C 2.919121 -4.899866 -1.468292
Cl 4.270774 -5.065218 -2.489479

Cartesian forces (eV/Å) of the 2 atoms listed first:
-0.4 -1.1 -0.7
1.2 -0.1 0.8

Löwdin population analysis, charges in e, atoms 1 to 6:
1. Sm 1.756
2. C -0.213
3. C -0.189
4. C -0.192
5. N -0.116
6. C -0.270

Here is a cluster of 2 separate species, C2H2F2Si in total from the OMol25 dataset. Energies are from the ωB97M-V functional and the def2-TZVPD basis.

## Properties
- 2S+1 = 1
- Kohn-Sham gap (eV) = 9.0
- HOMO level (eV) = -10.3
- ΔE to the lowest compared entry with this formula, charge and spin (kJ/mol) = 430.1
- LUMO (eV) = -1.30

Element x y z (Å)
C 0.769216 0.010901 -0.002429
C 0.349824 -1.067660 0.508805
F -1.276128 1.921244 1.355909
F 0.356206 -1.013281 -1.886303
Si 0.471158 0.623941 -1.704949
H -0.598131 1.395219 0.736869
H -0.072145 -1.870363 0.992097

Cartesian forces (eV/Å) of the 2 atoms listed first:
-1.3 -3.1 3.6
2.0 5.8 -1.2

natural (NBO) population analysis, charges in e, atoms 1 to 6:
1. C -0.750
2. C -0.025
3. F -0.591
4. F -0.697
5. Si 1.272
6. H 0.568

Here is the molecule H3N2O2P from the OMol25 dataset. Energies are from the ωB97M-V functional and the def2-TZVPD basis.

## Properties
- 2S+1 = 1
- Kohn-Sham gap (eV) = 10.4
- HOMO level (eV) = -10.3
- ΔE to the lowest compared entry with this formula, charge and spin (kJ/mol) = 296.2
- LUMO (eV) = 0.11
- structure (SMILES) = NP[N+](=O)[O-]

Element x y z (Å)
N 1.379454 0.136511 0.216108
P 0.269087 -0.594370 -0.786890
N -1.263566 0.163394 -0.182904
O -1.157264 1.297675 0.240798
O -2.281401 -0.477396 -0.269982
H 1.023683 0.657857 1.009354
H 2.084981 0.679449 -0.262324
H -0.054972 -1.863122 0.035840

Cartesian forces (eV/Å) of the 2 atoms listed first:
0.2 0.4 0.0
0.1 -2.4 0.8

natural (NBO) population analysis, charges in e, atoms 1 to 6:
1. N -1.157
2. P 0.858
3. N 0.307
4. O -0.405
5. O -0.372
6. H 0.412

Computed maximum force (eV/Å) in order:
0.58, 1.82, 5.59, 3.73, 6.24, 2.58